A cluster of 8 separate species, C29H40N8O3 in total at a distorted geometry. Source: the OMol25 dataset; level of theory: wB97M-V/def2-TZVPD.

Its HOMO energy is -0.3290 hartree. For the calculated total energy, the calculation gives -1792.5111 hartree. The charge is 0. Its LUMO energy is -0.7 eV. As for the SMILES: COCCCCCCc1cccc2c1C(=O)NC2=O.CC#N.CC#N.CC#N.CC#N.CC#N.CC#N.CC#N. The maximum force is 4.462 eV/A. Its spin multiplicity is 1. As for the HOMO-LUMO gap: 8.292 eV.

Geometry (Å):
C 2.947 -1.205 1.151
O 3.361 -1.012 -0.222
C 2.270 -1.228 -1.158
C 2.224 -0.137 -2.355
C 2.848 1.287 -1.963
C 2.246 1.914 -0.593
C 1.112 3.005 -0.900
C -0.343 2.397 -1.201
C -0.824 1.277 -0.178
C -0.759 1.353 1.365
C -1.318 0.165 2.234
C -1.960 -1.119 1.607
C -2.020 -1.184 0.062
C -1.458 -0.010 -0.786
C -1.704 -0.441 -2.293
O -1.297 0.015 -3.382
N -2.597 -1.632 -2.259
C -2.618 -2.273 -0.930
O -3.044 -3.407 -0.610
H 1.952 -1.750 1.278
H 2.866 -0.168 1.654
H 3.751 -1.784 1.721
H 2.454 -2.252 -1.645
H 1.226 -1.193 -0.662
H 2.817 -0.578 -3.226
H 1.150 0.014 -2.711
H 3.987 1.154 -1.815
H 2.755 2.062 -2.816
H 3.128 2.493 -0.115
H 1.936 1.127 0.170
H 1.440 3.550 -1.867
H 1.023 3.806 -0.088
H -0.417 2.053 -2.287
H -1.089 3.279 -1.103
H -0.324 2.284 1.877
H -1.296 0.244 3.375
H -2.396 -1.972 2.239
H -3.571 -1.420 -2.527
C -1.811 -6.130 -0.325
C -0.496 -6.757 -0.679
N 0.539 -7.250 -0.958
H -2.556 -6.908 -0.143
H -1.704 -5.524 0.575
H -2.153 -5.495 -1.142
C -1.762 -4.983 -4.190
C -0.618 -4.216 -3.601
N 0.282 -3.611 -3.135
H -2.706 -4.595 -3.803
H -1.755 -4.884 -5.277
H -1.676 -6.039 -3.927
C 3.131 3.540 3.349
C 1.641 3.565 3.513
N 0.467 3.585 3.644
H 3.613 3.640 4.324
H 3.438 2.597 2.893
H 3.447 4.365 2.708
C 2.906 5.575 7.044
C 3.893 4.561 6.552
N 4.670 3.760 6.164
H 2.313 5.152 7.856
H 3.433 6.458 7.410
H 2.239 5.869 6.231
C -6.747 -0.377 -3.045
C -5.852 -0.127 -1.867
N -5.147 0.070 -0.939
H -7.775 -0.112 -2.794
H -6.421 0.226 -3.893
H -6.710 -1.430 -3.322
C 7.599 2.315 6.993
C 8.585 2.134 8.108
N 9.361 1.992 8.986
H 7.279 1.342 6.619
H 6.727 2.862 7.354
H 8.059 2.876 6.179
C -7.580 -1.017 -7.568
C -7.927 -1.339 -6.146
N -8.199 -1.593 -5.026
H -7.459 -1.939 -8.139
H -8.376 -0.422 -8.018
H -6.648 -0.451 -7.604

Atom charges from the Löwdin analysis, given in e for atoms 1 to 8: -0.122, -0.233, -0.211, -0.155, -0.188, -0.196, -0.202, -0.153